Record 1
DFT (ωB97M-V/def2-TZVPD) results for the ion C37H39Cl2N3P with charge +1.

```
82
Properties=species:S:1:pos:R:3:mulliken_charge:R:1
C 1.4035 -2.8596 -5.7842 -1.13
N 2.3218 -2.4874 -4.7093 -0.01
C 3.4676 -3.3795 -4.5650 -0.90
C 1.9013 -1.6278 -3.7193 1.74
C 2.7307 -1.2254 -2.6244 -1.14
C 2.2052 -0.4836 -1.5799 -0.55
C 0.8697 -0.0115 -1.6062 -0.36
P 0.1118 0.7460 -0.1251 1.78
C 0.4621 -0.4577 1.1587 0.77
C 0.5777 -0.0991 2.5151 -0.78
C 0.6763 -1.0607 3.5082 -0.99
C 0.5627 -2.4453 3.1821 1.09
N 0.4360 -3.4365 4.1098 0.11
C 0.2353 -4.8018 3.6451 -1.02
C 0.6426 -3.2282 5.5408 -0.91
C 0.5432 -2.7974 1.8019 -0.61
C 0.4954 -1.8230 0.8190 -1.47
C -1.6822 0.5571 -0.4886 -0.48
C -2.2793 -0.7179 -0.4034 -1.03
C -3.6101 -0.9201 -0.7519 -0.68
C -4.4165 0.1392 -1.2650 1.41
N -5.6986 -0.1299 -1.6610 0.07
C -6.6727 0.8963 -2.0228 -0.93
C -6.2107 -1.4911 -1.5356 -1.02
C -3.8044 1.4267 -1.3489 -1.15
C -2.4743 1.6108 -0.9926 -0.20
C 1.1260 2.5051 0.6263 0.52
C 2.5996 2.5710 0.6316 0.83
C 3.2960 2.5968 -0.6005 -0.40
C 4.6285 3.0258 -0.6687 -0.96
C 5.3239 3.2916 0.5055 0.27
Cl 6.9567 3.8043 0.4126 -0.19
C 4.6858 3.1328 1.7573 -0.86
C 3.3546 2.7387 1.8257 -0.29
C 0.3795 3.3645 1.5746 0.47
C -1.0094 3.1930 1.7233 0.00
C -1.7414 3.9894 2.6092 -1.39
C -1.0926 4.9833 3.3816 0.29
Cl -1.9725 5.8186 4.5875 -0.20
C 0.2822 5.2327 3.2104 -0.86
C 0.9902 4.4673 2.2796 -0.62
C 0.0990 -0.2837 -2.7506 -1.22
C 0.5782 -1.1101 -3.7559 -0.42
H 0.8901 -1.9695 -6.1521 0.37
H 1.9845 -3.2828 -6.6083 0.31
H 0.6416 -3.5764 -5.4416 0.36
H 4.1628 -2.9822 -3.8116 0.25
H 3.1434 -4.3965 -4.2739 0.31
H 3.9870 -3.4511 -5.5345 0.33
H 3.7834 -1.4870 -2.5985 0.23
H 2.8104 -0.2820 -0.6901 0.69
H 0.5955 0.9595 2.7538 0.21
H 0.8608 -0.7386 4.5318 0.34
H -0.5262 -4.8171 2.8521 0.37
H 1.1539 -5.2288 3.2089 0.33
H -0.1045 -5.4251 4.4770 0.27
H 0.1585 -2.2673 5.8549 0.29
H 0.1706 -4.0967 6.0533 0.30
H 1.7406 -3.1799 5.7780 0.30
H 0.5420 -3.8503 1.5035 0.46
H 0.4406 -2.1516 -0.2237 0.44
H -1.7000 -1.5898 -0.0790 0.28
H -4.0219 -1.9206 -0.6261 0.42
H -6.1650 1.7041 -2.5981 0.30
H -7.4440 0.3965 -2.6457 0.31
H -7.1487 1.3371 -1.1100 0.30
H -5.4604 -2.2091 -1.8933 0.34
H -6.4376 -1.7560 -0.4878 0.34
H -7.1136 -1.5970 -2.1460 0.27
H -4.3721 2.2935 -1.6656 0.26
H -2.0056 2.5898 -1.0726 0.63
H 0.6614 2.6073 -0.4762 0.47
H 2.7388 2.3877 -1.5202 0.42
H 5.1295 3.1374 -1.6249 0.42
H 5.2235 3.3148 2.6807 0.43
H 2.8953 2.6242 2.8252 0.58
H -1.5029 2.4159 1.1041 0.41
H -2.7918 3.7717 2.7173 0.46
H 0.7857 6.0040 3.8183 0.40
H 2.0292 4.7771 2.0729 0.50
H -0.9143 0.1031 -2.8263 0.42
H -0.0989 -1.3822 -4.5727 0.31
```

Properties
Frontier orbital gap   7.0 eV
Lowest unoccupied orbital energy   -2.95 eV
Charge   +1

Record 2
DFT (ωB97M-V/def2-TZVPD) results for a structure of composition C37H39N3O2PS3Ti.

```
86
Properties=species:S:1:pos:R:3:mulliken_charge:R:1
Ti -1.1138 1.4569 0.4350 0.26
C -0.8611 3.2424 2.1072 0.97
C -0.3336 3.7778 0.8876 0.04
C -1.3671 3.9599 -0.0019 0.65
C -2.5657 3.5680 0.6212 1.12
C -2.2751 3.0754 1.9116 0.85
C -3.2980 2.6361 2.9306 -1.69
C -3.9244 3.6452 -0.0800 -2.02
C -1.1826 4.4343 -1.3964 -1.75
C 1.1041 4.0086 0.5688 -1.26
C -0.0503 2.9076 3.2880 -1.43
H -4.3212 2.6106 2.4766 0.39
H -3.3858 3.2864 3.8274 0.28
H -3.2078 1.6393 3.2863 0.22
H -4.5975 4.2852 0.4867 0.48
H -4.4082 2.6695 -0.2386 0.15
H -3.8984 4.1402 -1.0522 0.38
H -0.5897 5.3793 -1.4618 0.34
H -2.0872 4.4894 -1.9371 0.31
H -0.5927 3.6845 -1.9733 0.15
H 1.2757 5.0608 0.2632 0.34
H 1.4686 3.2927 -0.2114 0.07
H 1.7847 3.7762 1.3940 0.32
H 1.0352 2.7312 3.1290 0.16
H -0.4190 2.0824 3.8109 0.37
H -0.1123 3.7366 4.0152 0.40
N 2.1260 -0.7400 1.2238 0.03
P 1.2714 -1.8888 0.1471 0.90
C 1.4872 -3.2679 1.4119 0.75
C 0.3398 -3.6540 2.1108 -0.21
C 0.4104 -4.6487 3.0576 -0.50
C 1.6352 -5.2169 3.4058 -0.62
C 2.7800 -4.8281 2.7213 -0.70
C 2.7324 -3.8274 1.7561 -0.66
C 2.6824 -2.3154 -0.9510 -0.22
C 2.7871 -3.5339 -1.6672 -0.24
C 3.7642 -3.7883 -2.6288 -0.68
C 4.7562 -2.8139 -2.8413 -0.44
C 4.7287 -1.6488 -2.0182 -0.66
C 3.6873 -1.3628 -1.1633 -0.09
C 1.4522 -0.3862 2.4244 -0.34
C 2.0964 -0.4137 3.6667 -1.35
C 1.3468 -0.5425 4.8199 -0.45
C -0.0472 -0.5109 4.7103 -1.14
C -0.5846 -0.3100 3.4545 -0.57
N 0.1194 -0.2248 2.3041 1.48
H 3.0517 -1.0468 1.4846 0.45
H -0.6810 -3.2494 1.8327 -0.02
H -0.4916 -4.9695 3.5715 0.43
H 1.5806 -5.9559 4.1943 0.35
H 3.7053 -5.2724 3.0159 0.41
H 3.5681 -3.5549 1.1073 0.34
H 2.0232 -4.3041 -1.5398 0.37
H 3.6858 -4.6470 -3.2705 0.38
H 5.5306 -2.9368 -3.5763 0.40
H 5.4730 -0.8388 -2.1199 0.31
H 3.6794 -0.3715 -0.6934 0.37
H 3.1592 -0.5806 3.7277 0.50
H 1.7723 -0.7930 5.7826 0.42
H -0.6405 -0.7366 5.5417 0.57
H -1.6325 -0.1537 3.3613 0.10
O -3.1148 1.4185 -3.1577 -0.78
C -2.0726 1.3355 -2.4894 0.26
O -2.1833 1.3165 -1.2257 0.17
C -0.7703 1.2949 -3.2576 -0.02
C -0.9358 1.3404 -4.6434 -0.86
C 0.2001 1.2057 -5.4485 -0.60
C 1.4583 1.1623 -4.8389 -0.79
C 1.5827 1.0602 -3.4719 -1.16
C 0.4899 1.1275 -2.6240 1.39
S 0.8539 0.9473 -0.9351 -0.04
H -1.9018 1.5062 -5.0673 0.51
H 0.0869 1.2135 -6.5411 0.34
H 2.3482 1.0571 -5.5072 0.28
H 2.5478 0.9493 -2.9727 0.37
S -2.7294 -1.1167 0.8809 -0.41
C -2.8319 -1.6333 -0.6970 0.35
N -3.6316 -1.1015 -1.6175 -0.23
C -3.3167 -1.5716 -2.9753 -0.34
C -2.9190 -3.0585 -2.7991 -0.62
S -2.0658 -3.1353 -1.1764 -0.08
H -3.8761 -0.1441 -1.4693 0.30
H -2.5020 -0.9919 -3.4117 -0.05
H -4.1509 -1.3412 -3.6394 0.46
H -2.2469 -3.3823 -3.6340 0.39
H -3.7501 -3.7008 -2.7317 0.38
```

Properties
Frontier orbital gap (alpha / beta)   4.7 / 6.4 eV
Lowest unoccupied orbital energy (alpha / beta)   2.31 / 2.31 eV
Charge   -1
2S+1   3

Record 3
DFT (ωB97M-V/def2-TZVPD) results for a structure of composition C37H40AsNP2Ti.

```
82
Properties=species:S:1:pos:R:3:mulliken_charge:R:1
C -1.7529 3.4291 -4.0218 -0.93
C -1.5957 2.1087 -3.4975 0.25
C -0.2534 1.6240 -3.4469 1.23
C 0.8658 2.4314 -3.4757 0.23
C 0.6511 3.7534 -4.0568 -1.30
C -0.6247 4.2026 -4.3076 -0.64
C 2.0969 1.9041 -2.8347 -0.09
C 2.2909 0.5097 -3.3466 0.39
C 1.1975 -0.3180 -3.3185 0.77
C 1.2906 -1.7429 -3.3093 0.17
C 2.5230 -2.3085 -3.6443 -0.82
C 3.6463 -1.4711 -3.8901 -0.69
C 3.5684 -0.1188 -3.7673 -1.26
H -2.7725 3.7812 -4.2402 0.45
H 1.5566 4.3717 -4.2017 0.47
H -0.7665 5.1786 -4.7629 0.43
H 2.9301 2.5240 -2.9067 1.11
H 2.6037 -3.3986 -3.7750 0.44
H 4.5664 -1.9303 -4.2145 0.47
H 4.4210 0.5667 -3.8946 0.48
N -0.0475 0.2726 -3.0586 -0.34
Ti -0.1958 0.4037 -1.0506 -1.47
C -2.7419 1.3517 -2.9281 -0.92
H -2.9390 0.3776 -3.4500 0.48
H -3.7233 1.9354 -2.9305 0.46
C 0.1196 -2.5794 -2.8289 -0.93
H -0.7837 -2.4498 -3.4220 0.46
H 0.3746 -3.6910 -2.8040 0.53
P -2.4281 0.9300 -1.1580 1.38
P -0.2604 -2.0797 -1.0961 1.16
C 1.0388 -3.0569 -0.1998 -0.95
H 0.8167 -3.0218 0.8980 -0.01
H 0.9578 -4.0980 -0.5834 0.63
H 2.0437 -2.6327 -0.3999 0.26
C -1.8108 -2.9534 -0.6843 -0.85
H -1.5832 -4.0309 -0.8066 0.53
H -2.0759 -2.7084 0.3664 0.00
H -2.5832 -2.6111 -1.3928 0.32
C -2.7437 2.5684 -0.3710 -1.33
H -3.8197 2.7933 -0.5553 0.51
H -2.5276 2.4863 0.7230 0.33
H -2.0972 3.3407 -0.8357 0.37
C -3.8505 -0.0892 -0.7090 -1.12
H -3.7367 -0.4331 0.3494 0.12
H -4.7314 0.5833 -0.8335 0.54
H -3.8830 -0.9498 -1.4089 0.40
H 1.9450 1.6002 -1.7698 -0.58
H 0.2964 1.5293 0.1127 0.42
C 0.0137 3.2480 5.2102 -0.43
C 0.7821 3.5133 4.0914 -0.71
C 0.8058 2.6269 3.0211 -0.70
C 0.0125 1.4107 3.0421 0.64
C -0.7201 1.1644 4.2144 0.15
C -0.7495 2.0692 5.3097 -0.81
As 0.1638 0.2017 1.4756 1.57
C 1.9342 -0.4654 2.0397 0.96
C 2.9976 -0.4395 1.1322 -0.88
C 4.2916 -0.9000 1.5445 -0.56
C 4.4928 -1.3621 2.8566 -0.58
C 3.4348 -1.3674 3.7317 -0.83
C 2.1593 -0.9267 3.3412 -0.69
C -1.0290 -1.1477 2.2556 1.14
C -0.6438 -2.3754 2.7475 -0.45
C -1.6153 -3.3285 3.1819 -0.83
C -2.9547 -3.0501 3.1591 -0.74
C -3.3829 -1.8086 2.7392 -1.24
C -2.4046 -0.8189 2.3215 -1.76
H 0.0059 3.9409 6.0462 0.40
H 1.3997 4.4314 4.0232 0.38
H 1.4014 2.8056 2.1173 0.34
H -1.3127 0.2301 4.3091 0.24
H -1.3350 1.8351 6.1846 0.47
H 2.8748 -0.0400 0.1600 0.46
H 5.1222 -0.8780 0.8210 0.42
H 5.5049 -1.7070 3.1504 0.39
H 3.6012 -1.7165 4.7793 0.37
H 1.3687 -0.9284 4.0839 0.58
H 0.4151 -2.6573 2.8309 0.40
H -1.2484 -4.3311 3.5435 0.37
H -3.6887 -3.7814 3.4702 0.44
H -4.4325 -1.5222 2.7186 0.47
H -2.7378 0.1907 2.0864 1.41
```

Properties
Frontier orbital gap (alpha / beta)   5.8 / 5.8 eV
Lowest unoccupied orbital energy (alpha / beta)   -7.44 / -7.44 eV
Charge   +2

Record 4
DFT (ωB97M-V/def2-TZVPD) results for a cluster of 8 separate species, C37H40BF4O13 in total.

```
95
Properties=species:S:1:pos:R:3:mulliken_charge:R:1
B 0.4155 0.8424 0.4975 0.29
F 0.4395 -0.4656 0.3995 0.08
F -0.8635 1.3454 0.7025 -0.48
F 1.1685 1.2044 1.6345 -0.49
F 0.9995 1.4444 -0.5835 -0.36
C 2.5785 4.5874 2.6235 -0.40
O 3.2945 3.2874 2.4815 -0.53
H 1.7085 4.3894 2.1415 0.11
H 3.6305 5.1714 2.1845 0.13
H 2.5315 4.9364 3.4865 0.31
H 2.5565 2.7594 2.1165 0.31
C 0.2845 -5.2556 0.0445 -0.53
C -0.1555 -6.3126 0.9445 -0.79
C -1.3165 -6.0226 1.7295 0.57
C -2.0735 -4.7986 1.5665 -0.45
C -1.4865 -3.8406 0.7565 0.20
C -0.3015 -3.9436 -0.0165 0.02
O 0.2645 -2.9136 -0.7085 -0.58
O -1.6705 -7.0006 2.5745 -0.52
H 1.1045 -5.3456 -0.6265 0.42
H 0.4675 -7.1046 1.2515 0.39
H -3.1665 -4.8806 1.7555 0.45
H -1.9085 -2.7286 0.6715 0.21
H 0.2995 -2.0406 -0.3425 0.63
H -2.3165 -6.7416 3.1335 0.28
C 0.5095 -1.7546 3.7245 -0.96
C 0.3295 -3.0156 4.3175 -0.17
C -0.2445 -3.1776 5.5325 0.41
C -0.6525 -2.0506 6.2875 -0.48
C -0.3855 -0.7776 5.7865 -1.19
C 0.0975 -0.6406 4.5145 0.44
O 0.3935 0.5694 3.9275 -0.48
O -0.4825 -4.3696 5.9455 -0.56
H 0.8215 -1.7136 2.7445 0.79
H 0.7305 -3.8406 3.6665 0.27
H -1.1645 -1.9826 7.1065 0.56
H -0.6035 0.0174 6.2335 0.72
H 0.8395 0.5754 3.1525 0.34
H -0.9575 -4.4046 6.8695 0.36
C 0.9035 2.5654 -7.0115 -0.60
C 0.4885 3.6064 -6.3475 -0.77
C 0.5095 3.6464 -4.8795 0.44
C 1.1905 2.5764 -4.1145 -0.46
C 1.6225 1.3804 -4.8865 -0.13
C 1.4805 1.4124 -6.3255 0.13
O 1.9005 0.3624 -7.0605 -0.56
O 0.1355 4.7804 -4.2515 -0.47
H 0.9905 2.3974 -8.0225 0.51
H 0.0955 4.3834 -6.8955 0.46
H 1.3505 2.3984 -3.1545 0.83
H 2.2305 0.3554 -4.5125 0.11
H 2.7535 0.4894 -7.4425 0.32
H 0.0515 4.6174 -3.3915 0.22
C -3.4105 -2.3186 3.9335 -0.19
C -3.0465 -1.5816 2.7455 0.33
C -3.9675 -0.9456 1.8495 -0.29
C -5.2335 -1.2536 2.1125 -0.80
C -5.6495 -2.0156 3.1955 -0.95
C -4.7455 -2.6216 4.1435 0.56
O -5.2285 -3.4786 5.1395 -0.53
O -3.4135 -0.3196 0.8145 -0.40
H -2.6795 -2.9386 4.5815 0.07
H -2.0175 -1.4776 2.4765 0.59
H -5.8595 -0.9826 1.3775 0.58
H -6.6455 -2.0446 3.4395 0.47
H -5.9355 -3.8886 4.8325 0.29
H -2.8465 0.0894 1.2385 0.20
C 3.6405 -0.3106 -1.9595 -0.30
C 4.1995 -1.6096 -2.1895 -0.77
C 5.4845 -1.8636 -2.6745 0.40
C 6.3625 -0.7206 -2.6555 -0.26
C 5.8645 0.6214 -2.2045 -0.72
C 4.4955 0.7854 -1.9485 0.64
O 3.9895 1.9704 -2.0355 -0.61
O 5.9405 -3.0146 -3.1825 -0.56
H 2.5635 -0.2486 -1.8475 0.75
H 3.5325 -2.5706 -2.1185 0.09
H 7.4775 -0.8736 -2.7695 0.29
H 6.6765 1.4014 -2.1225 0.32
H 3.2525 2.0814 -1.5945 0.31
H 5.1215 -3.4346 -3.6065 0.34
C -2.7465 3.5164 -2.7685 -0.51
C -2.0705 3.3854 -1.4745 -1.00
C -1.5365 4.5424 -0.9595 0.77
C -1.5395 5.7714 -1.6285 -0.90
C -2.2165 5.8094 -2.8225 -0.31
C -2.9035 4.6804 -3.3965 0.58
O -3.4685 4.9084 -4.6975 -0.54
O -0.8385 4.3894 0.3085 -0.65
H -3.2095 2.5834 -3.2555 0.25
H -1.8805 2.5524 -0.9175 0.94
H -0.8875 6.6114 -1.3565 0.34
H -2.2815 6.6764 -3.3875 0.36
H -3.2125 5.7654 -4.8805 0.27
H -0.5465 3.3904 0.3325 0.17
```

Properties
Frontier orbital gap   7.5 eV
Lowest unoccupied orbital energy   2.02 eV
Charge   -1

Record 5
DFT (ωB97M-V/def2-TZVPD) results for a structure of composition C37H40BrFN4O5PtS2.

```
91
Properties=species:S:1:pos:R:3:mulliken_charge:R:1
Pt 2.0739 -0.3828 -0.4763 1.63
C -2.0502 5.6947 -2.0367 -0.93
C -1.6363 5.7507 -0.5272 -0.59
N -1.2397 4.3504 -0.1887 0.00
C 0.0926 4.0831 -0.2499 -0.41
C 0.6248 2.8030 -0.1833 -0.43
C 2.1602 2.7888 -0.3518 0.09
O 2.7210 3.8504 -0.4890 -0.71
O 2.7073 1.6304 -0.2915 -0.38
C -0.2404 1.6682 -0.1250 1.57
O 0.0149 0.4335 -0.2533 -0.89
C -1.6341 1.9784 -0.0695 1.35
C -2.5030 0.9318 0.1082 -1.12
C -3.8392 1.1950 0.1820 0.25
F -4.6999 0.1336 0.1909 -0.39
C -4.3577 2.5256 0.0697 -1.43
C -3.5011 3.5865 -0.0091 -0.91
C -2.1009 3.3110 -0.0859 0.36
N -5.7915 2.8171 0.3087 0.47
C -6.3562 2.0716 1.4697 -0.33
C -7.5326 2.8154 2.0589 -1.00
N -8.1679 3.6277 0.9511 -0.15
C -8.0807 2.8591 -0.4200 -0.63
C -6.6208 2.7868 -0.8689 -0.42
H -2.4907 6.6488 -2.4082 0.36
H -2.6806 4.8609 -2.2854 0.35
H -1.0608 5.6421 -2.5348 0.31
H -2.6006 5.9805 0.0373 0.23
H -0.7528 6.4040 -0.4241 0.39
H 0.6677 4.9811 -0.3557 0.53
H -2.1943 -0.0704 0.0819 0.81
H -3.9655 4.5921 0.0409 0.22
H -5.6106 1.9320 2.2730 0.50
H -6.6990 1.0351 1.2198 0.35
H -7.1761 3.5122 2.8139 0.43
H -8.2422 2.1434 2.5098 0.36
H -7.5305 4.3842 0.8830 0.38
H -9.1304 3.9583 1.1149 0.34
H -8.7193 3.4744 -1.0862 0.38
H -8.5625 1.8565 -0.2792 0.35
H -6.3559 3.6768 -1.4640 0.35
H -6.4183 1.8706 -1.5097 0.30
O 1.1370 -1.8642 -1.9422 -0.54
S 0.3022 -3.0955 -2.1039 0.00
C 1.5612 -4.4292 -2.1864 -0.72
C 1.5960 -5.5530 -1.1809 -0.70
C 1.9011 -5.1403 0.3026 -0.25
C 3.3068 -4.7398 0.6205 -0.78
S 3.5550 -2.9671 0.0513 1.17
O 2.4907 -2.1767 0.7450 -1.02
C 5.0405 -2.6583 0.9066 0.26
C 6.1543 -2.8865 0.0919 -0.53
C 7.4387 -2.7237 0.6179 -0.80
C 7.5419 -2.2808 1.9177 -0.51
C 6.4659 -1.9405 2.6686 -0.76
C 5.1782 -2.1596 2.1852 -0.28
C -0.6632 -3.2921 -0.6107 0.54
C -0.7050 -2.3960 0.4059 0.19
C -1.5568 -2.6028 1.5351 -0.78
C -2.3854 -3.7239 1.4963 -0.70
C -2.3523 -4.6237 0.4223 -0.82
C -1.4723 -4.4153 -0.6199 -0.31
H 2.4927 -3.8577 -2.2503 0.33
H 1.4051 -4.8044 -3.1724 0.53
H 2.4347 -6.2666 -1.4336 0.44
H 0.6935 -6.1341 -1.3151 0.39
H 1.6862 -6.0368 0.9489 0.36
H 1.1874 -4.3946 0.7073 -0.09
H 4.0381 -5.3654 0.0897 0.40
H 3.4289 -4.7900 1.7227 0.42
H 6.0242 -3.1542 -0.9419 0.46
H 8.2600 -2.9698 -0.0416 0.45
H 8.5093 -2.2038 2.3514 0.47
H 6.6774 -1.4616 3.6451 0.39
H 4.2343 -1.8228 2.6936 0.39
H 0.0173 -1.5737 0.3681 0.60
H -1.7257 -1.7308 2.2120 0.45
H -3.1285 -3.9051 2.2560 0.41
H -2.8421 -5.5853 0.5271 0.41
H -1.4948 -5.0582 -1.4793 0.52
Br 6.8105 0.4353 -3.7715 -0.14
C 6.1298 0.5056 -2.0217 -0.47
C 6.6576 1.2568 -0.9742 -0.13
C 6.1323 1.1209 0.2779 -1.12
C 4.9233 0.4425 0.4409 -0.02
N 4.3794 -0.2447 -0.5602 0.63
C 5.0384 -0.2297 -1.7151 -0.78
H 7.4966 1.8814 -1.1671 0.51
H 6.6243 1.6630 1.1398 0.41
H 4.2729 0.5103 1.3090 0.53
H 4.5826 -0.7503 -2.5088 0.71
```

Properties
Frontier orbital gap (alpha / beta)   7.5 / 7.9 eV
Lowest unoccupied orbital energy (alpha / beta)   -4.57 / -4.83 eV
Charge   +2
2S+1   3